Arrangement w

The following is a DFT calculation (ωB97M-V/def2-TZVPD) of C39H91N13O13 as an isolated structure.

- LUMO: 0.16 eV

```
! RIJCOSX wB97M-V def2-TZVPD def2/J DEFGRID3
* xyz 0 1
C -0.5182 -1.4560 1.5422
C 0.0947 -0.3783 0.7054
O 0.7195 0.5856 1.1493
N -0.1215 -0.5239 -0.6202
C 0.4402 0.3812 -1.6028
H -1.4222 -1.8779 1.1101
H -0.7107 -1.1013 2.5566
H 0.1937 -2.2686 1.7264
H -0.6584 -1.3059 -0.9574
H 1.4770 0.0752 -1.7729
H 0.3997 1.4241 -1.2975
H -0.1214 0.2750 -2.5301
C 2.5539 -2.8344 -0.4370
C 3.4043 -3.7199 -1.3082
O 3.1111 -3.9018 -2.4817
N 4.4285 -4.3663 -0.7133
C 5.3459 -5.1920 -1.4483
H 2.5705 -3.0769 0.6282
H 1.5180 -2.8905 -0.7712
H 2.7871 -1.7646 -0.4393
H 4.4953 -4.3993 0.2876
H 6.2808 -5.3633 -0.9139
H 5.7187 -4.7362 -2.3689
H 4.9194 -6.1490 -1.7536
C -0.9179 2.1981 -4.4380
C -0.2192 2.1210 -5.7724
O -0.0717 3.1493 -6.4220
N 0.3515 0.9553 -6.1367
C 0.0778 -0.3680 -5.5991
H -1.5156 3.1103 -4.4498
H -0.2437 2.3594 -3.5926
H -1.6128 1.3822 -4.2267
H 0.7137 0.9643 -7.0795
H -0.9794 -0.6164 -5.4844
H 0.5465 -0.4386 -4.6145
H 0.5162 -1.1431 -6.2226
C -2.6806 -4.8376 1.6331
C -1.4140 -5.0431 0.8341
O -0.3263 -4.9467 1.3856
N -1.5364 -5.4747 -0.4353
C -0.4474 -5.8471 -1.3074
H -2.6574 -3.9531 2.2584
H -2.8319 -5.7293 2.2430
H -3.5782 -4.7989 1.0060
H -2.4754 -5.6489 -0.7524
H 0.0710 -4.9355 -1.6104
H -0.7847 -6.3199 -2.2278
H 0.2480 -6.5365 -0.8312
C -4.2586 -1.7309 -1.0402
C -4.1532 -0.2322 -0.9352
O -4.9057 0.4283 -0.2336
N -3.1310 0.3307 -1.6207
C -2.8776 1.7544 -1.5716
H -5.1205 -2.1021 -0.4929
H -3.3608 -2.1720 -0.5980
H -4.3100 -2.0419 -2.0828
H -2.5021 -0.1963 -2.2055
H -1.8172 1.9969 -1.6157
H -3.3274 2.1780 -0.6747
H -3.3970 2.2413 -2.4040
C -2.2888 -3.8858 -3.7806
C -1.1743 -2.9132 -3.5126
O -1.4528 -1.8040 -3.0505
N 0.0953 -3.2974 -3.7341
C 1.2667 -2.4650 -3.5992
H -2.9666 -3.5585 -4.5654
H -2.8668 -4.0527 -2.8722
H -1.9221 -4.8818 -4.0447
H 0.2203 -4.1816 -4.1994
H 0.9379 -1.4426 -3.4212
H 1.8687 -2.4289 -4.5097
H 1.9531 -2.7550 -2.8005
C 3.3503 -1.0960 -3.1652
C 2.7772 -0.7347 -4.5342
O 2.1681 -1.5674 -5.1954
N 3.1059 0.4807 -5.0331
C 2.5978 0.9436 -6.3212
H 4.3971 -1.3759 -3.2829
H 2.7947 -1.9329 -2.7537
H 3.3082 -0.2190 -2.5163
H 3.7982 0.9942 -4.5158
H 1.5728 0.6189 -6.4587
H 3.2806 0.5213 -7.0616
H 2.6787 2.0240 -6.3698
C -4.4101 4.8148 2.8067
C -3.8995 3.3850 2.9836
O -4.1923 2.7309 3.9806
N -3.0759 2.9081 2.0488
C -2.7097 1.5184 2.0103
H -5.4415 4.8326 3.1468
H -4.3219 5.1007 1.7588
H -3.8367 5.5110 3.4169
H -2.8048 3.4786 1.2683
H -2.0865 1.2240 2.8626
H -2.1420 1.3036 1.1060
H -3.5344 0.8075 2.0482
C 2.1319 5.3242 -1.2644
C 1.5783 4.4603 -2.3775
O 0.7396 3.5944 -2.1938
N 2.0854 4.6918 -3.5950
C 1.5863 4.0949 -4.8199
H 1.4517 6.1037 -0.9165
H 3.0046 5.9000 -1.5823
H 2.3938 4.7127 -0.4035
H 2.7861 5.4044 -3.6875
H 2.4184 4.0036 -5.5187
H 0.8747 4.7380 -5.3402
H 1.1708 3.1110 -4.6229
C -0.7478 4.4087 5.2476
C 0.0784 4.5411 3.9990
O 0.8485 5.4783 3.8294
N -0.1048 3.5842 3.0711
C 0.6651 3.4713 1.8520
H -0.1147 3.9935 6.0359
H -1.6810 3.8509 5.1636
H -0.9972 5.4073 5.6103
H -0.8047 2.8760 3.1901
H 1.4700 2.7337 1.9430
H 1.1345 4.4274 1.6404
H 0.0537 3.0684 1.0433
C -3.3645 0.7057 6.6089
C -3.6397 -0.5149 5.7434
O -3.2314 -1.6222 6.0703
N -4.2743 -0.2657 4.5881
C -4.4745 -1.3027 3.5974
H -4.0865 0.8477 7.4081
H -3.3521 1.5985 5.9746
H -2.3477 0.6865 7.0000
H -4.5388 0.6754 4.3316
H -3.7195 -2.0651 3.8104
H -4.2877 -1.0192 2.5618
H -5.4514 -1.7786 3.6836
C 3.8505 1.8277 0.3555
C 4.3314 0.7303 1.2817
O 5.5283 0.4908 1.3995
N 3.3819 0.0170 1.9209
C 3.6695 -1.1650 2.6855
H 2.8849 2.2431 0.6433
H 3.8155 1.4720 -0.6744
H 4.5665 2.6490 0.3797
H 2.4094 0.1321 1.6508
H 4.5183 -1.6811 2.2253
H 2.8427 -1.8722 2.6141
H 3.9428 -0.9773 3.7235
C 2.0106 -0.3459 7.6347
C 1.3911 0.5106 6.5555
O 1.7019 1.6832 6.4331
N 0.4470 -0.0868 5.7966
C -0.4083 0.6753 4.9190
H 2.5706 0.2134 8.3728
H 2.6511 -1.1206 7.2016
H 1.2187 -0.9227 8.1230
H 0.2693 -1.0634 5.9422
H 0.1602 0.9147 4.0146
H -0.7706 1.6083 5.3483
H -1.2587 0.0442 4.6594
*
```

=====

Arrangement x

The following is a DFT calculation (ωB97M-V/def2-TZVPD) of a 13-piece molecular cluster, C39H91N13O13 overall.

- LUMO: 0.38 eV

```
! RIJCOSX wB97M-V def2-TZVPD def2/J DEFGRID3
* xyz 0 1
C -2.2527 0.6472 -0.1680
O -2.6127 0.7388 0.9844
N -1.8967 1.6762 -0.9377
C -1.9138 3.0337 -0.4290
C -1.6154 1.5104 -2.3009
H -2.1449 -0.3318 -0.6620
H -2.4898 3.6726 -1.1099
H -0.9004 3.4433 -0.4015
H -2.4003 3.0989 0.5329
H -1.0349 0.6256 -2.5319
H -2.5170 1.5713 -2.9369
H -1.0584 2.3820 -2.6708
C -5.7269 5.6770 8.5421
O -5.3775 4.6627 7.9748
N -6.4552 6.6455 7.9913
C -6.8299 7.7859 8.7389
C -6.7917 6.6585 6.6058
H -5.4906 5.9139 9.5880
H -6.7578 7.6667 9.8218
H -7.8841 8.0281 8.5620
H -6.2387 8.6648 8.4576
H -6.3615 7.5099 6.0774
H -6.4442 5.7131 6.1892
H -7.8773 6.6757 6.4569
C -10.2235 -0.4272 5.8485
O -10.0437 0.3694 6.7233
N -9.2437 -1.1527 5.2811
C -9.5371 -2.0805 4.2396
C -7.9149 -1.0765 5.7798
H -11.1963 -0.5703 5.3506
H -9.6852 -1.5611 3.2902
H -10.4252 -2.6571 4.4929
H -8.7263 -2.7875 4.0845
H -7.7786 -0.3147 6.5409
H -7.5841 -2.0366 6.1788
H -7.1679 -0.8385 5.0053
C -5.4525 3.6027 -2.2932
O -5.4664 4.7797 -2.1600
N -5.5498 2.7004 -1.2976
C -5.3456 1.3020 -1.5494
C -5.4222 3.0832 0.0942
H -5.3337 3.1220 -3.2848
H -4.7971 0.8416 -0.7195
H -4.8828 1.1291 -2.5112
H -6.3040 0.7597 -1.4768
H -5.6632 4.0959 0.3692
H -6.1301 2.4235 0.6269
H -4.4528 2.7644 0.4787
C -1.4285 3.4398 3.1187
O -2.0055 4.4846 3.4531
N -0.0979 3.3164 2.8964
C 0.4640 2.0749 2.4250
C 0.7926 4.4314 3.0943
H -2.0441 2.5506 2.9864
H 1.2411 1.7161 3.0984
H 0.9246 2.2419 1.4377
H -0.3294 1.3438 2.2878
H 1.7154 4.1057 3.6003
H 1.1221 4.8628 2.1411
H 0.3376 5.1672 3.7460
C -11.6243 0.3124 1.9294
O -11.7516 0.2388 3.1298
N -10.5110 0.6738 1.2946
C -9.3090 0.8267 2.0456
C -10.4313 0.8754 -0.1473
H -12.4694 0.0765 1.2603
H -9.5235 0.4957 3.0567
H -9.0414 1.8932 2.0420
H -8.4272 0.2950 1.6794
H -11.4035 0.7130 -0.6092
H -10.1332 1.9201 -0.3352
H -9.6774 0.2433 -0.6166
C -4.0522 1.1755 3.7781
O -3.0381 1.0322 4.4065
N -5.1063 1.8520 4.2129
C -6.3452 1.8724 3.4618
C -5.1090 2.4618 5.4786
H -4.2289 0.7189 2.8019
H -6.5905 2.8752 3.0859
H -7.2080 1.4782 4.0312
H -6.3469 1.1860 2.6040
H -4.1089 2.6683 5.8237
H -5.6708 3.3968 5.4584
H -5.6572 1.8055 6.1662
C -7.3237 2.1012 8.5676
O -6.8370 1.1165 8.0908
N -7.9143 2.1510 9.7529
C -8.4570 3.3921 10.2220
C -8.1042 1.0212 10.5709
H -7.2527 3.0556 8.0444
H -9.5386 3.3062 10.3359
H -8.2190 4.1870 9.5227
H -8.0000 3.6535 11.1819
H -7.5152 1.1381 11.4912
H -9.1454 0.9666 10.8934
H -7.7762 0.1414 10.0361
C -4.4864 -1.1687 6.6977
O -5.1210 -2.1621 6.6023
N -3.6596 -0.8737 7.6853
C -2.7374 0.2260 7.5144
C -3.5881 -1.6690 8.8885
H -4.5085 -0.3431 5.9749
H -1.8160 -0.1206 7.0235
H -2.4683 0.7680 8.4186
H -3.1510 0.9480 6.8077
H -4.3331 -2.4536 8.8208
H -2.5781 -2.0511 9.0535
H -3.8299 -1.0299 9.7474
C 0.4928 -1.7891 1.1890
O -0.2916 -1.9426 0.2614
N 0.1326 -1.6128 2.4695
C 1.1037 -1.4275 3.5213
C -1.2445 -1.5724 2.8570
H 1.5894 -1.6851 1.0964
H 2.0399 -1.9713 3.3576
H 0.7140 -1.8440 4.4490
H 1.3223 -0.3793 3.6968
H -1.6030 -0.5356 2.9066
H -1.8304 -1.9614 2.0195
H -1.3921 -2.0703 3.8032
C -10.7301 5.2879 6.3995
O -11.1767 6.3547 6.0626
N -9.7388 4.6146 5.7679
C -9.5185 3.1883 6.0559
C -9.2638 5.0947 4.4800
H -11.1341 4.7599 7.2781
H -9.9303 2.6027 5.2319
H -10.0221 2.9405 6.9846
H -8.4620 2.9496 6.1971
H -9.4804 6.1396 4.2567
H -8.1615 5.1076 4.4721
H -9.6653 4.5148 3.6413
C 0.0450 1.5902 5.9014
O 0.9387 0.8604 5.6773
N 0.1000 2.6943 6.6417
C -1.0042 3.6200 6.7064
C 1.3049 3.0655 7.2780
H -0.9602 1.4048 5.5020
H -1.7971 3.3626 6.0072
H -0.6648 4.6189 6.4124
H -1.4110 3.6601 7.7207
H 1.7986 3.8669 6.7006
H 1.1269 3.5074 8.2595
H 1.9872 2.2301 7.3261
C -5.6022 -1.2350 1.2047
O -6.2543 -0.3481 1.7382
N -5.0936 -2.2737 1.8803
C -4.6222 -3.4680 1.1994
C -5.4207 -2.3925 3.2969
H -5.2990 -1.1990 0.1484
H -5.4105 -4.2402 1.2095
H -3.7612 -3.9253 1.6811
H -4.3982 -3.2228 0.1612
H -5.4048 -1.4188 3.7933
H -6.4116 -2.8316 3.4408
H -4.6458 -2.9307 3.8418
*
```

=====

The data favor arrangement x; the next most stable structure lies 60.2 kcal/mol above it.

=====

Arrangement w

The following is a DFT calculation (ωB97M-V/def2-TZVPD) of an isolated ion of composition C7H12N and charge +1.

- Structure (SMILES): C[NH+](C)C1=CC=CC1
- LUMO: -3.58 eV

```
! RIJCOSX wB97M-V def2-TZVPD def2/J DEFGRID3
* xyz 1 1
C -1.7833 0.9598 0.6800
N -1.0974 -0.2055 0.2243
C -1.7234 -0.8450 -0.9893
C 0.3280 0.1080 0.1512
C 1.1149 0.4708 1.1390
C 2.4645 0.4644 0.6882
C 2.5092 -0.1480 -0.5241
C 1.1722 -0.5275 -0.9126
H -2.1751 1.6724 -0.0274
H -2.6101 0.6382 1.3342
H -1.0684 1.4181 1.3303
H -0.9843 -0.8356 1.0652
H -1.3927 -0.1788 -1.8012
H -1.4209 -1.9149 -0.9896
H -2.7968 -0.7717 -0.7039
H 0.8374 0.8152 2.0954
H 3.3098 0.6961 1.3510
H 3.4788 -0.1640 -1.1154
H 0.8634 -0.0122 -1.9552
H 0.9741 -1.6399 -1.0401
*
```

=====

Arrangement x

The following is a DFT calculation (ωB97M-V/def2-TZVPD) of an isolated ion of composition C7H12N and charge +1.

- Structure (SMILES): C[C@@]12CC[N@@+]3(C)[C@@H]1[C@@H]23
- LUMO: -2.62 eV

```
! RIJCOSX wB97M-V def2-TZVPD def2/J DEFGRID3
* xyz 1 1
C 2.5063 -0.4916 -0.0156
C 1.0932 -0.1457 0.0303
C 0.7884 1.3106 0.1186
C -0.7233 1.3196 -0.1870
N -1.0362 -0.1184 0.0093
C -2.4408 -0.4666 0.1055
C 0.0265 -0.8673 -0.7333
C 0.0177 -0.8857 0.7132
H 2.6151 -1.5656 0.0295
H 2.9809 0.0451 0.7781
H 2.8737 -0.1119 -0.9241
H 1.3970 1.9293 -0.5719
H 0.8883 1.4012 1.2365
H -1.4941 2.0358 0.3749
H -0.8331 1.4864 -1.2624
H -2.6432 -1.6011 0.0051
H -2.6547 -0.0660 1.0751
H -3.0019 -0.1621 -0.7293
H -0.1702 -1.4653 -1.5322
H -0.1895 -1.5810 1.4797
*
```

=====

The data favor arrangement w; the next most stable structure lies 16.0 kcal/mol above it.